# C25H37N5O3

One molecule with the formula C25H37N5O3 (wB97M-V/def2-TZVPD, OMol25).

Structure (XYZ):
```
70
Properties=species:S:1:pos:R:3:mulliken_charge:R:1
C -0.907 -1.412 -3.899 -1.530
C -1.859 -1.118 -2.749 -0.299
C -1.199 -1.261 -1.416 0.392
N 0.018 -1.630 -1.324 -1.152
N 0.646 -1.724 -0.132 1.272
C 1.984 -2.294 -0.249 -0.246
C 2.188 -3.472 0.715 -0.335
C 3.423 -4.278 0.338 -1.354
C 3.136 -1.279 -0.103 -0.198
O 4.043 -1.269 -0.912 -0.695
N 3.053 -0.471 0.963 0.246
C 4.122 0.443 1.321 -0.916
C 4.420 1.493 0.244 -0.645
C 3.585 2.786 0.294 -1.219
N 2.168 2.732 0.029 0.192
C 1.772 2.048 -1.179 -0.365
C 0.390 2.545 -1.622 0.328
C 0.473 3.999 -2.078 -1.922
C -0.606 2.356 -0.473 -0.101
C -0.102 2.981 0.827 0.417
C -1.064 2.711 1.979 -1.739
C 1.290 2.418 1.132 -0.449
C 0.063 -1.386 1.067 0.613
O 0.697 -1.361 2.119 -0.798
C -1.336 -1.047 0.970 0.206
C -2.250 -0.729 1.962 -1.592
C -3.442 -0.460 1.281 0.188
O -4.715 -0.098 1.526 -0.550
C -5.324 -0.017 0.307 0.297
C -6.757 0.371 0.282 -1.331
C -4.473 -0.319 -0.721 -1.008
C -3.236 -0.612 -0.098 1.644
N -1.943 -0.981 -0.290 0.066
H -1.417 -1.276 -4.850 0.442
H -0.050 -0.747 -3.857 0.290
H -0.544 -2.433 -3.836 0.333
H -2.243 -0.096 -2.826 0.363
H -2.718 -1.794 -2.784 0.446
H 2.039 -2.660 -1.280 0.410
H 2.280 -3.101 1.736 0.248
H 1.302 -4.112 0.671 0.421
H 3.580 -5.080 1.055 0.408
H 4.306 -3.644 0.327 0.318
H 3.309 -4.715 -0.651 0.343
H 2.319 -0.654 1.642 0.290
H 5.034 -0.144 1.484 0.445
H 3.845 0.925 2.260 0.447
H 5.463 1.796 0.356 0.459
H 4.323 1.020 -0.732 0.381
H 3.714 3.257 1.273 0.515
H 4.017 3.463 -0.456 0.370
H 2.505 2.265 -1.960 0.787
H 1.734 0.951 -1.045 -0.512
H 0.060 1.931 -2.469 0.439
H 1.053 4.072 -2.995 0.449
H -0.520 4.402 -2.267 0.424
H 0.961 4.600 -1.317 0.317
H -1.576 2.781 -0.744 0.762
H -0.747 1.287 -0.304 -0.852
H -0.009 4.062 0.688 0.409
H -1.124 1.644 2.182 0.119
H -2.062 3.071 1.737 0.472
H -0.726 3.213 2.883 0.470
H 1.682 2.882 2.040 0.648
H 1.200 1.333 1.312 -0.226
H -2.053 -0.712 3.013 0.517
H -7.351 -0.343 0.852 0.313
H -6.890 1.352 0.737 0.311
H -7.115 0.399 -0.742 0.339
H -4.719 -0.324 -1.762 0.468
```

## Properties
SMILES string: CCc1nn([C@H](CC)C(=O)NCCCN2C[C@H](C)C[C@@H](C)C2)c(=O)c2cc3oc(C)cc3n12
orbital gap: 8.5 eV
E_LUMO: 0.527 eV
calculated total energy: -40119.1080 eV